Entry 1:
Formula: C11H34AgF3O9
Source: the OMol25 dataset
Level of theory: ωB97M-V with the def2-TZVPD basis set

```
! wB97M-V def2-TZVPD RIJCOSX def2/J DEFGRID3
* xyz 1 2
Ag -39.6927 5.4501 37.5130
C -38.6311 8.9339 37.8223
O -37.3115 9.0983 37.3618
O -38.8776 7.6196 37.8023
C -39.0135 9.7186 39.0822
F -38.2418 9.3971 40.1370
F -38.8779 11.0475 39.0107
F -40.2597 9.4213 39.4676
C -36.7555 10.4291 37.2414
C -35.9240 10.3241 35.9589
H -36.6585 10.0227 35.2046
H -35.6758 11.3471 35.6677
H -35.0633 9.6704 35.9032
H -36.0375 10.6432 38.0353
H -37.4708 11.2475 37.2080
H -39.2700 9.3971 37.0407
C -34.4621 7.0421 36.2096
O -35.7885 6.7363 36.6389
H -34.4554 7.5772 35.2550
H -34.0634 7.7096 36.9783
H -33.9085 6.1178 36.0802
H -36.3135 7.5238 36.8277
C -42.7162 10.0988 36.6754
O -44.0802 9.7948 36.8548
H -42.1406 9.2200 36.3739
H -42.6417 10.9078 35.9364
H -42.3663 10.6131 37.5718
H -44.4993 9.5307 36.0330
C -32.3500 12.3671 35.8370
O -31.8746 13.6401 36.2659
H -32.4902 12.2773 34.7583
H -31.5625 11.6486 36.0895
H -33.2366 12.1008 36.4048
H -31.1829 13.9273 35.6645
C -43.7566 9.7869 40.5053
O -44.8521 9.7312 39.6149
H -44.0798 10.3049 41.4121
H -43.4863 8.7796 40.8424
H -42.9133 10.3321 40.0768
H -44.5342 9.8458 38.7101
C -35.5714 12.6573 40.9749
O -34.3644 13.2238 41.4487
H -36.3917 13.3388 41.1967
H -35.4980 12.6563 39.8794
H -35.8037 11.6554 41.3388
H -33.6859 12.5484 41.5175
C -40.7906 7.0487 34.7730
O -40.9799 5.8923 35.6125
H -40.2270 6.8200 33.8667
H -41.7641 7.3849 34.4105
H -40.2935 7.8641 35.2897
H -41.2321 5.2234 34.9627
C -35.4069 8.0400 40.5517
O -35.1894 8.5493 39.2311
H -34.7083 7.2305 40.7773
H -35.3003 8.8245 41.2971
H -36.4087 7.6041 40.5580
H -35.8164 8.0937 38.6710
*
```

## Properties
Kohn-Sham gap (spin up / spin down): 6.603 / 4.242 eV
Highest occupied orbital energy (spin up / spin down): -0.4325 / -0.4325 hartree
Energy above the lowest of the compared OMol25 structures with the same formula, charge and spin: 71.8 kJ/mol

Mulliken population analysis, charges in e, atoms 1 to 2: number 1, Ag, carries 0.756; number 2, C, carries -0.578

Entry 2:
Formula: C11H34BrN8O5
Source: the OMol25 dataset
Level of theory: ωB97M-V with the def2-TZVPD basis set

```
! wB97M-V def2-TZVPD RIJCOSX def2/J DEFGRID3
* xyz 0 2
Br 18.3914 5.2782 -13.2594
C 16.7047 9.3898 -12.0925
O 17.7137 9.7173 -11.5978
N 16.4872 8.4702 -13.0005
N 15.5427 9.8176 -11.5932
H 17.1510 7.7575 -13.2680
H 15.5200 8.3442 -13.2627
H 15.5261 10.4029 -10.7702
H 14.6902 9.6880 -12.1191
C 19.0477 7.3162 -8.9266
O 19.1986 8.4046 -9.4218
N 18.8706 7.1119 -7.6652
N 19.0408 6.1147 -9.5136
H 18.8735 7.9981 -7.1808
H 19.0901 6.2153 -7.2553
H 18.8992 5.9404 -10.4984
H 19.1759 5.3570 -8.8596
C 14.2880 3.7580 -13.5975
O 13.2549 3.2980 -13.0015
N 14.8545 4.9434 -13.3339
N 14.8624 3.1284 -14.5120
H 15.8094 5.0884 -13.6292
H 14.4717 5.5738 -12.6438
H 15.7336 3.3322 -14.9806
H 14.3953 2.2882 -14.8218
C 23.3664 4.8165 -16.8509
C 22.3129 4.4976 -15.7676
C 23.0918 4.4398 -14.3514
O 24.1016 3.4615 -14.4620
C 24.5464 2.9366 -13.2684
N 21.2678 5.4885 -15.6738
H 24.2853 4.2880 -16.5969
H 23.5640 5.8884 -16.8369
H 23.0136 4.5813 -17.8550
H 21.7201 3.5987 -15.9366
H 22.3654 4.2076 -13.5726
H 23.5950 5.3716 -14.0934
H 23.7370 2.3059 -12.9007
H 24.8416 3.7180 -12.5681
H 25.4200 2.3626 -13.5773
H 20.5683 5.2559 -16.3642
H 20.7244 5.1852 -14.8784
C 22.1809 2.5101 -9.8446
C 21.4179 3.7110 -10.2588
C 22.3483 4.8869 -10.6562
O 22.7619 5.6148 -9.4463
C 23.0296 6.9807 -9.5994
N 20.6782 3.3338 -11.4838
H 22.7356 2.0702 -10.6734
H 21.6446 1.6028 -9.5667
H 22.9395 2.7989 -9.1172
H 20.7360 3.9821 -9.4528
H 21.8021 5.5670 -11.3100
H 23.2319 4.5757 -11.2133
H 23.8101 7.2666 -8.8943
H 22.1027 7.5521 -9.5481
H 23.4645 7.2196 -10.5699
H 20.0425 2.6068 -11.1878
H 20.0534 4.0189 -11.8842
*
```

## Properties
Kohn-Sham gap (spin up / spin down): 9.493 / 4.351 eV
Highest occupied orbital energy (spin up / spin down): -0.3514 / -0.3513 hartree
Energy above the lowest of the compared OMol25 structures with the same formula, charge and spin: 33.5 kJ/mol

Mulliken population analysis, charges in e, atoms 1 to 2: number 1, Br, carries -0.172; number 2, C, carries 0.600

Entry 3:
Formula: C11H34N11Na2O8
Source: the OMol25 dataset
Level of theory: ωB97M-V with the def2-TZVPD basis set

```
! wB97M-V def2-TZVPD RIJCOSX def2/J DEFGRID3
* xyz 0 2
Na -0.2046 1.3680 -2.2396
Na -2.7587 1.0894 0.5775
C 0.9558 -1.2532 0.5361
C -0.3284 -0.4036 0.6256
O -0.2931 0.7807 0.2550
O -1.4133 -1.0621 0.6689
H 0.8631 -2.1411 -0.0894
H 1.2742 -1.6518 1.4993
H 1.8151 -0.7646 0.0767
C 0.8199 3.3556 -4.9912
C 1.1142 1.8834 -5.1291
C 2.4160 1.4548 -4.4210
O 2.2486 1.9403 -3.0571
C 3.2558 1.3570 -2.1974
N -0.0235 1.1072 -4.6635
H 0.6362 3.7898 -4.0085
H -0.1002 3.6137 -5.5155
H 1.6932 3.9415 -5.2775
H 1.1558 1.7373 -6.2084
H 3.1775 2.0522 -4.9222
H 2.6636 0.4285 -4.6923
H 4.1481 1.2229 -2.8089
H 2.8718 0.3666 -1.9529
H 3.3928 1.9197 -1.2740
H -0.8908 1.4183 -5.0770
H 0.1555 0.1233 -4.8050
C -1.5006 -1.8872 4.6076
O -1.8538 -2.0514 5.7793
N -0.2688 -1.5671 4.2749
N -2.2591 -2.0908 3.5834
H 0.1093 -1.3476 3.3645
H 0.3926 -1.6062 5.0372
H -3.1244 -2.5243 3.8722
H -2.1432 -1.5062 2.7680
C 0.2976 4.3908 -0.1745
O 0.9302 5.1760 -0.8252
N -0.8961 3.9823 -0.4007
N 0.7343 3.9699 1.0001
H -1.3011 3.4705 0.3700
H -1.2750 4.4440 -1.2153
H 1.6197 4.3444 1.3097
H 0.1118 3.3716 1.5242
C -1.5253 2.8852 3.3830
O -1.6210 2.5277 2.2070
N -2.5806 3.3032 3.9524
N -0.5719 3.1853 4.2094
H -2.3975 3.7508 4.8392
H -3.2855 3.6200 3.3022
H -0.8913 3.6153 5.0657
H 0.4035 3.1390 3.9514
C 1.6929 -5.1167 0.2807
O 1.3225 -4.9088 -0.8265
N 2.9584 -5.2651 0.5101
N 0.9657 -5.4928 1.2390
H 3.5742 -5.1973 -0.2876
H 3.2413 -5.5820 1.4265
H 1.3565 -5.8885 2.0821
H -0.0407 -5.4265 1.2929
C -2.7549 -4.1758 -0.5245
O -3.0743 -5.1951 -1.1599
N -1.5068 -3.7593 -0.2920
N -3.6249 -3.2877 -0.0381
H -1.4368 -2.9992 0.3695
H -0.6617 -4.1955 -0.6320
H -4.5687 -3.3547 -0.3914
H -3.1914 -2.4244 0.2567
*
```

## Properties
Kohn-Sham gap (spin up / spin down): 3.049 / 8.501 eV
Highest occupied orbital energy (spin up / spin down): -0.1220 / -0.3211 hartree

Mulliken population analysis, charges in e, atoms 1 to 2: number 1, Na, carries 0.277; number 2, Na, carries 0.732

Entry 4:
Formula: C11H38O12
Source: the OMol25 dataset
Level of theory: ωB97M-V with the def2-TZVPD basis set

```
! wB97M-V def2-TZVPD RIJCOSX def2/J DEFGRID3
* xyz -2 1
C 0.0498 0.8907 0.3268
O 0.8527 1.7121 -0.2782
O -0.1529 -0.2923 -0.1404
O -0.5744 1.2736 1.4036
C -1.6649 -6.2112 -0.4424
C -1.0859 -5.0412 -1.2208
O -1.4254 -3.8192 -0.5786
H -1.6115 -7.0898 -1.0849
H -2.6756 -5.9579 -0.1240
H -1.0542 -6.3492 0.4514
H -1.5120 -5.0133 -2.2306
H 0.0071 -5.0814 -1.2301
H -0.8623 -3.1321 -0.9716
C -2.6786 0.4600 -2.6274
O -1.9878 -0.7321 -2.2955
H -3.6731 0.5022 -2.1733
H -2.1581 1.3245 -2.2123
H -2.7287 0.4939 -3.7126
H -1.3855 -0.5052 -1.5578
C 1.2552 -1.7299 -2.8584
O 1.0849 -2.3057 -1.5418
H 0.2541 -1.5369 -3.2519
H 1.7206 -0.7582 -2.6819
H 1.8112 -2.3965 -3.5106
H 0.8200 -1.5226 -1.0049
C 1.5484 3.1179 -3.1272
O 0.2415 2.9871 -2.6227
H 2.0714 3.9835 -2.6974
H 2.1224 2.2126 -2.9264
H 1.5111 3.3574 -4.1950
H 0.3174 2.4425 -1.8016
C 3.7059 -0.0349 -0.0323
O 3.4887 1.2420 -0.5377
H 4.7665 -0.2861 0.0423
H 3.2597 -0.2192 0.9578
H 3.2255 -0.8117 -0.6474
H 2.5116 1.4445 -0.5352
C -1.1752 0.9665 4.7701
O 0.0816 1.2527 4.2173
H -1.3421 1.3521 5.7837
H -1.9706 1.4126 4.1643
H -1.3462 -0.1134 4.8730
H -0.0249 1.0812 3.2609
C 1.2360 -2.8263 2.3418
O 0.0416 -2.1335 2.0764
H 1.9508 -2.6306 1.5280
H 1.6506 -2.5769 3.3249
H 1.0260 -3.8944 2.2121
H 0.2138 -1.2558 1.6970
C 1.5464 3.9748 1.9289
O 0.9601 4.3437 0.6955
H 0.9793 3.2128 2.4659
H 2.5533 3.5915 1.7199
H 1.6661 4.8271 2.6037
H 0.8531 3.4817 0.2260
C -3.2223 3.4539 0.4718
O -3.0162 2.4911 1.4872
H -3.5630 4.4245 0.8472
H -2.3993 3.6341 -0.2237
H -4.0317 3.0733 -0.1706
H -2.0619 2.2396 1.3702
*
```

## Properties
Kohn-Sham gap: 7.161 eV
Highest occupied orbital energy: -0.0807 hartree
Energy above the lowest of the compared OMol25 structures with the same formula, charge and spin: 0.0 kJ/mol

Mulliken population analysis, charges in e, atoms 1 to 2: number 1, C, carries -0.153; number 2, O, carries 0.481